(1)
A structure of composition C18H26N8O6Zr in a non-equilibrium geometry, computed with ωB97M-V/def2-TZVPD.

Its total energy is -44567.0766 eV. As for the HOMO-LUMO gap: 7.66 eV. Its charge is +2.

XYZ file:
```
59
Properties=species:S:1:pos:R:3:forces:R:3
Zr -0.01481 0.21495 -0.36630 1.3628 0.2227 -2.3724
O -2.08217 0.02785 -1.42914 -0.5246 -0.4496 0.3121
C -3.04189 1.16078 -1.65739 -0.3914 -0.4979 -0.4837
C -2.48508 2.21525 -2.60968 -0.5599 -0.1239 0.1249
N -1.52509 3.12172 -2.01216 1.1528 0.0366 0.0430
C -0.18661 3.19437 -2.63954 0.1337 0.4889 0.1517
C 0.54395 1.97214 -2.07158 -0.0059 0.9840 -1.1996
O 0.25889 0.80555 -2.52964 0.2724 0.6283 1.4761
O 1.21347 2.11619 -0.99983 -0.7979 -1.2204 0.1390
C -1.72733 3.70694 -0.70442 -0.9684 0.1960 -0.0588
C -1.57821 2.83401 0.60462 0.0329 1.9107 -0.1924
O -1.85535 3.34343 1.65602 0.0252 -0.8148 -0.2792
O -1.04332 1.61559 0.48998 -0.1875 -0.0947 0.3367
H -2.50452 -0.85375 -1.54916 0.1617 1.0876 0.0937
H -3.27603 1.61480 -0.68936 0.0113 -0.3585 -0.1128
H -3.98134 0.74992 -2.09588 0.8014 0.0628 0.3951
H -3.39692 2.75731 -2.94503 0.4165 -0.0288 0.1133
H -2.06203 1.72403 -3.50220 -0.0843 0.2883 0.4231
H 0.38161 4.14539 -2.40417 -0.8760 -1.0939 0.0327
H -0.31210 3.16869 -3.72977 0.1737 -0.2616 0.3099
H -2.77720 4.16576 -0.63679 1.4540 -0.5392 -0.0132
H -0.98877 4.52933 -0.58724 -0.5875 -0.4500 0.0739
N 3.27483 1.29081 0.91928 1.0286 -0.9538 -0.4436
C 3.21932 -0.06910 0.74109 0.1695 0.0267 0.7012
N 4.11430 -0.83699 1.37088 -0.0134 -0.4414 -0.3284
C 4.01474 -2.17876 1.20025 0.4294 1.4057 1.1736
N 4.81517 -3.01682 1.90393 -1.1580 0.2485 -0.1406
N 3.13883 -2.72740 0.35438 -0.6282 -0.7966 -0.9520
C 2.28741 -1.93935 -0.22450 0.4683 2.0140 0.4123
N 2.19123 -0.56847 -0.00952 -0.3020 -1.0584 0.1209
C 1.45253 -2.42066 -1.33101 -0.1838 -1.8142 -0.6546
C 1.92346 -3.53582 -2.05292 -0.7390 0.2626 0.7717
C 1.14665 -4.00249 -3.11231 -0.1991 -0.2920 0.0652
C -0.06119 -3.34526 -3.38400 0.9547 0.1862 -0.1755
C -0.40785 -2.20678 -2.66303 -0.3652 -0.6110 -0.5629
N 0.30069 -1.78603 -1.61884 0.5826 0.4820 0.3781
H 4.23987 1.61885 1.12195 -1.1473 -0.2253 0.0425
H 2.79502 1.78754 0.17614 0.1228 0.2683 0.1511
H 5.21062 -2.68809 2.76927 0.3230 0.4181 -0.1241
H 4.46147 -3.96377 1.98021 0.2334 0.0276 -0.3644
H 2.78788 -4.05649 -1.62885 -0.1628 0.2925 -0.6173
H 1.44565 -4.89364 -3.70043 -0.2119 0.7418 0.4860
H -0.65044 -3.66810 -4.22537 -0.2583 0.0320 -0.0153
H -1.28158 -1.62547 -2.97801 0.4206 -0.2213 0.2928
C 0.63918 0.06104 3.56678 0.8816 -0.5814 0.0380
N -0.75186 -0.29785 3.35964 -0.6378 0.4387 -2.2370
C -1.64968 0.42287 4.24873 -1.2205 0.6838 0.8432
C -1.22398 -0.71239 2.16909 1.0351 -1.1438 1.1217
C -2.70044 -0.98450 2.00036 -0.1077 0.4721 -0.6298
O -0.38973 -1.05842 1.20543 -1.1103 0.6830 1.3653
H 0.85627 -0.00698 4.64696 -0.1423 0.3267 -0.5852
H 0.85108 1.04947 3.14633 -0.0663 0.0389 0.3389
H 1.29359 -0.65411 3.08111 0.0228 -0.1586 -0.1776
H -1.08720 0.96807 5.04427 -0.3279 -0.5492 -0.8674
H -2.33357 -0.27036 4.75165 0.0908 0.1525 -0.1011
H -2.24329 1.16247 3.66201 0.4644 -0.3936 0.5683
H -3.04489 -1.70506 2.74275 0.1175 0.0801 0.1759
H -2.93263 -1.43620 0.99896 0.3936 0.6979 0.9299
H -3.26062 -0.03602 2.17600 0.2281 -0.7115 -0.3129
```
Positions in Å, forces in eV/Å.

---

(2)
A structure of composition C44H33AsN3O6P2S3W in a non-equilibrium geometry, computed with ωB97M-V/def2-TZVPD.

Its total energy is -176664.3858 eV. As for the HOMO-LUMO gap (alpha / beta): 4.72 / 4.74 eV. Its charge is -1.

XYZ file:
```
93
Properties=species:S:1:pos:R:3:forces:R:3
W 0.17436 -1.11580 -0.82388 0.1908 -0.9848 0.2105
C 3.49818 -0.15839 -0.45468 0.3625 -0.8909 0.2753
P 1.05064 1.44264 -0.91902 -1.3508 0.6660 0.0693
C -0.07508 2.87397 -1.07446 0.2587 0.1275 0.2709
C -1.38091 3.01488 -0.45339 -0.0544 -0.0750 -0.1592
C -2.50066 3.40483 -1.10296 0.0354 -0.1164 -0.0079
C -2.79950 3.48307 -2.52521 0.0226 0.0121 -0.0674
C -2.20982 3.01232 -3.65902 0.0028 0.0263 0.0503
C -0.97466 2.28377 -3.82187 0.0304 0.0178 0.1764
C 2.25220 2.42531 0.05821 0.6286 -0.3044 -0.4432
C 1.87179 2.60712 1.38342 0.0133 -0.0143 0.0394
C 2.67834 3.33390 2.24534 -0.0489 0.0027 -0.0125
C 3.85040 3.91395 1.77888 0.0322 -0.0009 -0.0288
C 4.21708 3.75219 0.44975 -0.0001 0.0148 0.0339
C 3.43210 2.99449 -0.40780 -0.0523 0.0018 -0.0158
C 2.89675 -0.64447 0.64949 -0.1152 0.6127 -0.2405
C 3.55852 -0.86387 1.93894 0.0298 0.1708 -0.0405
C 2.79952 -1.69545 2.64679 -0.0189 -0.0440 0.0676
C 1.58148 -1.98396 1.87906 -0.1233 -0.0733 -0.2392
C 0.70657 -2.94039 2.20661 0.0247 -0.0109 0.0812
P -1.51318 -0.79813 0.94895 0.1250 0.1339 0.0693
C -3.30150 -0.92779 0.62198 0.0002 -0.0186 -0.0384
C -3.84091 -1.20588 -0.63532 0.0007 -0.0088 0.0214
C -5.20630 -1.39626 -0.78857 0.0111 -0.0086 -0.0099
C -6.05288 -1.33557 0.30532 -0.0141 0.0052 -0.0063
C -5.52690 -1.08933 1.56661 0.0175 0.0113 0.0087
C -4.16656 -0.88878 1.72461 -0.0080 -0.0396 -0.0041
C -1.42383 0.50013 2.22004 -0.0045 0.0745 -0.0579
C -2.35086 1.54264 2.30438 0.0003 -0.0162 0.0156
C -2.25469 2.49258 3.30804 -0.0135 -0.0106 -0.0095
C -1.23303 2.41675 4.24615 -0.0008 0.0119 0.0007
C -0.31379 1.38083 4.18041 0.0098 -0.0106 -0.0146
C -0.41008 0.42682 3.17686 0.0170 0.0255 -0.0087
N 1.58307 -1.12475 0.74996 -0.2892 -0.1291 -0.1996
H 4.49198 0.25798 -0.34497 -0.0283 -0.0344 -0.0152
H 3.20271 -0.48465 -1.44291 -0.3447 0.4947 -0.0763
H -1.45265 2.85025 0.61258 0.0205 0.0382 0.0479
H -3.35985 3.63394 -0.47524 0.0000 0.0104 -0.0010
H -3.71841 4.03163 -2.71774 -0.0048 -0.0090 0.0044
H -2.67601 3.34662 -4.58172 -0.0095 -0.0246 -0.0088
H -0.30897 2.61772 -4.61432 -0.0014 0.0180 0.0136
H 0.93567 2.19519 1.74072 -0.0122 -0.0505 0.0281
H 2.37517 3.46082 3.27778 -0.0004 0.0071 -0.0051
H 4.47101 4.49943 2.44567 -0.0017 -0.0044 0.0004
H 5.11854 4.21894 0.07325 0.0014 -0.0061 0.0014
H 3.73395 2.85789 -1.43679 0.0356 -0.0406 0.0147
H 4.54446 -0.49123 2.17017 -0.0069 0.0166 0.0028
H 3.02020 -2.16168 3.59527 -0.0075 0.0064 -0.0004
H 0.87365 -3.50999 3.11156 -0.0126 0.0090 -0.0073
H -0.15041 -3.18557 1.60553 -0.0048 -0.0573 0.0145
H -3.20117 -1.29443 -1.49967 -0.0279 -0.0322 0.0141
H -5.59861 -1.61132 -1.77376 -0.0002 0.0019 0.0037
H -7.11669 -1.49302 0.18063 0.0027 -0.0020 0.0013
H -6.17498 -1.05698 2.43338 -0.0003 -0.0018 -0.0043
H -3.77336 -0.70759 2.71650 0.0196 0.0131 0.0100
H -3.13909 1.61998 1.56664 -0.0092 -0.0149 0.0070
H -2.97184 3.30278 3.34753 0.0047 -0.0016 0.0011
H -1.15545 3.16558 5.02445 -0.0016 -0.0061 0.0008
H 0.48451 1.31069 4.90877 -0.0023 0.0002 -0.0055
H 0.30545 -0.38109 3.13660 0.0116 -0.0191 -0.0015
S -1.45639 0.44069 -1.83516 0.1335 -0.1073 -0.0171
C -0.47987 1.35833 -2.98048 -0.2273 -0.0523 -0.2824
C 0.37543 3.93877 -1.81960 -0.0151 -0.0173 -0.0093
C 1.43714 4.10820 -2.74266 -0.0547 0.0307 0.0113
C 1.73094 5.47821 -3.03301 0.0861 -0.0794 0.0118
N 1.97015 6.58689 -3.24284 -0.0383 0.0918 -0.0113
C 2.16996 3.13010 -3.49610 0.0092 -0.0200 0.0035
C 1.99154 1.77847 -3.59224 0.0045 0.0535 -0.0704
C 0.97605 1.04479 -2.83639 0.2572 -0.0244 0.0315
S 1.11514 -0.76951 -2.93612 0.5318 0.2608 0.3685
C 3.28355 3.62331 -4.27934 -0.0200 -0.0064 -0.0250
N 4.18868 3.96613 -4.90001 0.0064 0.0032 0.0092
H -0.21594 4.84260 -1.68967 -0.0001 -0.0145 0.0014
H 2.69418 1.20715 -4.18396 -0.0091 -0.0046 -0.0073
O -2.79094 -4.04159 0.27636 0.0299 0.0493 -0.0407
As -1.67346 -4.17156 -1.08315 -0.0568 -0.0461 -0.0781
O -2.47220 -4.76976 -2.34328 0.0037 0.0041 0.0132
O -1.13838 -2.51060 -1.23095 0.3029 0.3903 0.3066
C -0.31171 -5.22010 -0.18880 0.0104 -0.0180 -0.0152
C -0.72044 -6.02096 0.87079 -0.0344 -0.0457 -0.0141
C 0.21057 -6.79286 1.55354 -0.0093 0.0004 -0.0020
C 1.54935 -6.75599 1.19572 0.0075 0.0058 -0.0187
C 1.96548 -5.94799 0.14709 0.0138 -0.0415 -0.0153
C 1.02915 -5.19798 -0.54093 0.0164 0.0703 0.0111
S 1.53536 -4.10277 -1.83339 0.0354 0.0539 -0.1542
O 2.87480 -4.44122 -2.20679 0.0233 -0.0079 0.0294
O 0.49456 -4.16782 -2.82696 -0.0001 -0.0141 0.0208
O 1.51710 -2.77017 -1.11405 -0.3140 -0.0467 0.0883
H -2.62403 -3.24283 0.79390 -0.0321 0.0453 0.0304
H -1.76071 -6.03304 1.16431 0.0028 -0.0046 -0.0051
H -0.11650 -7.42246 2.37132 0.0025 0.0053 -0.0014
H 2.27265 -7.35627 1.73273 -0.0005 0.0096 0.0041
H 3.00311 -5.89343 -0.15345 -0.0047 0.0079 -0.0008
```
Positions in Å, forces in eV/Å.

---

(3)
The ion CH8N3Si with charge +1 in a non-equilibrium geometry, computed with ωB97M-V/def2-TZVPD.

Its total energy is -13509.0536 eV. As for the HOMO-LUMO gap: 11.59 eV. Its charge is +1.

XYZ file:
```
13
Properties=species:S:1:pos:R:3:forces:R:3
N 1.44244 0.59495 0.38518 -0.3612 1.0101 0.4500
C 1.34125 -0.60405 -0.08680 4.7210 -0.6029 -0.8593
N 0.22092 -1.18377 -0.23204 -2.9603 2.0454 1.8224
Si -1.44351 -0.45475 0.24995 1.8858 0.4469 -2.1246
N -0.97548 1.20637 -0.12591 -1.6679 -1.2750 1.5119
H 2.27311 1.04196 0.64767 1.6053 0.1221 -0.0271
H 0.59371 1.18639 0.43073 0.1270 -0.5027 0.3461
H 2.33201 -1.13103 -0.45715 -2.0670 0.9473 1.0144
H 0.21219 -2.05707 -0.60763 0.0983 -2.9068 -1.3560
H -2.00088 -1.33073 -0.77651 -1.0549 0.2379 0.1172
H -1.83427 -0.55898 1.60345 -0.2437 -0.2167 1.0070
H -1.51558 2.02748 0.00181 -0.9296 0.5650 0.5855
H -0.64590 1.26323 -1.03275 0.8471 0.1294 -2.4875
```
Positions in Å, forces in eV/Å.